C26H89N31O17 | ωB97M-V/def2-TZVPD

Atoms and positions in Å:
C  -2.325  -5.167  0.278
O  -2.722  -4.183  0.864
N  -1.820  -6.297  0.723
N  -2.524  -5.333  -0.985
H  -1.806  -6.969  -0.032
H  -1.890  -6.446  1.719
H  -2.223  -6.187  -1.432
H  -3.042  -4.576  -1.409
C  5.921  1.704  -0.989
O  6.865  0.945  -0.915
N  4.756  1.374  -1.387
N  5.951  3.016  -0.884
H  4.550  0.414  -1.621
H  4.097  2.140  -1.372
H  6.848  3.473  -0.808
H  5.134  3.609  -0.920
C  -2.635  2.030  -2.619
O  -2.809  1.187  -1.760
N  -2.666  1.769  -3.938
N  -2.176  3.191  -2.370
H  -2.423  2.377  -4.707
H  -3.179  0.922  -4.137
H  -2.220  3.792  -3.181
H  -2.131  3.612  -1.453
C  2.908  3.848  0.314
O  3.310  4.064  -0.807
N  2.668  4.712  1.193
N  2.832  2.597  0.847
H  2.999  5.660  1.083
H  2.420  4.335  2.096
H  2.882  1.800  0.229
H  2.611  2.486  1.826
C  -4.515  -0.803  3.003
O  -5.477  -1.277  3.632
N  -4.519  -0.509  1.755
N  -3.337  -0.908  3.438
H  -5.389  -0.284  1.293
H  -3.641  -0.206  1.359
H  -3.221  -1.176  4.405
H  -2.622  -0.782  2.736
C  4.314  -3.332  -0.962
O  3.286  -2.654  -0.804
N  5.255  -3.006  -1.780
N  4.503  -4.382  -0.230
H  5.890  -3.743  -2.052
H  5.350  -2.049  -2.086
H  3.783  -4.546  0.459
H  5.325  -4.966  -0.279
C  -0.405  0.343  -6.461
O  -1.388  0.792  -7.039
N  -0.194  0.233  -5.137
N  0.546  -0.259  -7.197
H  -0.965  0.599  -4.597
H  0.559  -0.332  -4.770
H  0.238  -0.401  -8.148
H  1.354  -0.736  -6.822
C  -0.001  3.822  -4.902
O  -1.025  3.505  -5.438
N  0.107  4.943  -4.288
N  1.085  3.162  -4.907
H  -0.726  5.429  -3.988
H  1.053  5.141  -3.996
H  0.993  2.393  -5.555
H  2.006  3.391  -4.563
C  -0.732  6.049  -0.374
O  -1.896  5.796  -0.658
N  -0.376  6.812  0.536
N  0.315  5.414  -0.836
H  -1.072  7.335  1.048
H  0.585  7.122  0.555
H  0.340  4.732  -1.580
H  1.173  5.677  -0.372
C  0.102  -3.387  3.106
O  0.767  -3.029  4.074
N  0.538  -3.714  1.924
N  -1.173  -3.506  3.141
H  1.481  -3.950  1.650
H  -0.167  -4.003  1.260
H  -1.584  -2.789  3.721
H  -1.614  -3.949  2.348
C  3.833  -0.749  1.960
O  3.935  -0.246  3.072
N  2.822  -1.358  1.512
N  4.790  -0.693  1.116
H  2.858  -1.751  0.582
H  2.078  -1.517  2.177
H  5.585  -0.111  1.335
H  4.816  -1.316  0.322
C  2.596  -1.476  -4.123
O  2.309  -0.703  -4.998
N  3.204  -1.085  -3.066
N  2.485  -2.753  -4.302
H  3.194  -1.778  -2.331
H  3.016  -0.130  -2.797
H  2.674  -3.564  -3.731
H  2.075  -2.805  -5.224
C  -1.961  4.070  2.589
O  -2.376  3.764  3.664
N  -0.705  3.974  2.193
N  -2.673  4.455  1.564
H  -0.143  3.549  2.917
H  -0.397  4.402  1.331
H  -3.671  4.554  1.686
H  -2.247  4.979  0.813
C  1.434  2.369  4.436
O  1.668  3.185  3.490
N  1.812  1.171  4.494
N  0.613  2.630  5.378
H  1.176  0.463  4.831
H  2.566  0.857  3.901
H  0.394  1.922  6.064
H  0.313  3.592  5.443
C  0.063  0.286  1.769
C  -0.663  0.245  0.390
C  0.183  -0.298  -0.759
O  1.335  0.577  -1.128
C  1.068  1.842  -1.772
N  -1.883  -0.546  0.542
H  0.086  -0.605  2.397
H  -0.571  0.997  2.299
H  1.108  0.566  1.636
H  -0.965  1.260  0.134
H  -0.527  -0.525  -1.554
H  0.766  -1.175  -0.477
H  0.848  2.693  -1.128
H  0.244  1.674  -2.466
H  1.905  2.124  -2.410
H  -1.862  -1.546  0.399
H  -2.450  -0.241  -0.236
C  -2.554  -0.122  7.067
C  -1.423  -1.034  6.616
C  -2.017  -2.545  6.522
O  -3.076  -2.635  5.587
C  -3.558  -3.970  5.295
N  -0.861  -0.531  5.378
H  -3.532  -0.312  6.626
H  -2.402  0.950  6.945
H  -2.785  -0.173  8.131
H  -0.636  -1.025  7.370
H  -2.336  -2.870  7.513
H  -1.262  -3.249  6.171
H  -3.891  -3.955  4.258
H  -4.417  -4.284  5.889
H  -2.848  -4.793  5.376
H  -1.580  0.041  4.959
H  -0.546  -1.243  4.735
C  -4.066  -1.756  -2.727
C  -2.972  -1.688  -3.761
C  -1.990  -2.846  -3.712
O  -1.177  -2.724  -2.509
C  -0.097  -3.666  -2.353
N  -3.574  -1.719  -5.101
H  -4.810  -0.971  -2.866
H  -3.596  -1.673  -1.747
H  -4.627  -2.689  -2.779
H  -2.549  -0.689  -3.657
H  -1.464  -2.821  -4.666
H  -2.435  -3.841  -3.694
H  0.645  -3.634  -3.150
H  -0.397  -4.712  -2.286
H  0.182  -3.425  -1.327
H  -4.227  -0.957  -5.211
H  -2.954  -1.576  -5.886

## Properties
**F_max**: 8.74 eV/A
**E_HOMO**: -0.29928 hartree
**Kohn-Sham gap**: 0.2781 Eh
**Energy above the lowest of the compared OMol25 structures with the same formula, charge and spin**: 755.41 kJ/mol

C27H12F15FeGeN2O10P2S | ωB97M-V/def2-TZVPD

Atoms and positions in Å:
Fe  -0.140  0.746  -0.836
O  0.430  -1.299  3.214
C  1.120  -0.537  2.388
O  2.049  -0.932  1.708
C  0.742  0.917  2.423
C  0.519  1.593  3.608
C  0.319  2.969  3.549
C  0.365  3.607  2.324
C  0.557  2.835  1.184
N  0.722  1.519  1.235
C  0.618  3.448  -0.215
O  0.765  4.655  -0.309
O  0.550  2.596  -1.162
H  0.443  -2.230  2.844
H  0.508  1.054  4.543
H  0.140  3.531  4.456
H  0.249  4.673  2.209
N  2.095  -2.346  -0.472
C  0.778  -2.731  -1.114
C  0.805  -4.188  -1.541
P  -0.496  -2.417  0.195
O  -1.837  -2.925  -0.501
O  -0.116  -3.275  1.353
O  -0.544  -0.928  0.384
P  0.505  -1.492  -2.454
O  0.904  -2.326  -3.761
O  1.486  -0.394  -2.111
O  -0.930  -1.072  -2.462
H  1.976  -2.058  0.525
H  2.429  -1.501  -0.981
H  2.766  -3.110  -0.524
H  0.899  -4.834  -0.666
H  1.622  -4.376  -2.241
H  -0.127  -4.434  -2.044
H  -2.145  -2.225  -1.096
H  0.628  -1.864  -4.558
F  -0.022  0.405  -4.984
C  0.004  1.669  -4.539
C  -1.028  2.199  -3.785
C  -0.854  3.530  -3.416
F  -1.755  4.128  -2.627
C  0.236  4.298  -3.791
F  0.341  5.571  -3.415
C  1.236  3.719  -4.549
F  2.304  4.432  -4.921
C  1.120  2.395  -4.921
F  2.079  1.825  -5.664
Ge  -2.654  1.407  -2.943
S  -2.498  1.345  -0.811
C  -3.979  2.711  -3.705
C  -4.109  2.767  -5.079
F  -3.364  1.954  -5.854
C  -4.977  3.628  -5.729
F  -5.067  3.648  -7.066
C  -5.766  4.476  -4.973
F  -6.619  5.316  -5.573
C  -5.671  4.450  -3.593
F  -6.436  5.273  -2.866
C  -4.786  3.573  -2.982
F  -4.741  3.598  -1.652
C  -3.569  -0.224  -3.658
C  -4.812  -0.453  -3.083
F  -5.331  0.434  -2.221
C  -5.584  -1.573  -3.348
F  -6.776  -1.743  -2.763
C  -5.115  -2.521  -4.239
F  -5.845  -3.606  -4.520
C  -3.891  -2.323  -4.851
F  -3.441  -3.224  -5.735
C  -3.150  -1.189  -4.558
F  -2.009  -1.059  -5.235

## Properties
**2S+1**: 5
**F_max**: 0.61 eV/A
**<S²>**: 6.009
**E_HOMO (alpha / beta)**: -0.20993 / -0.20708 hartree
**Kohn-Sham gap (alpha / beta)**: 0.2908 / 0.2879 Eh
**Net charge**: -1
**Energy above the lowest of the compared OMol25 structures with the same formula, charge and spin**: 0.00 kJ/mol

C27H14AlF5N3O7 | ωB97M-V/def2-TZVPD

Atoms and positions in Å:
Al  -0.413  -0.684  -0.462
O  -0.861  -1.401  -2.036
C  -1.413  -1.006  -3.137
C  -1.927  -1.933  -4.067
C  -2.503  -1.527  -5.248
C  -2.576  -0.176  -5.576
C  -2.073  0.754  -4.696
C  -1.514  0.374  -3.473
C  -1.079  1.390  -2.571
N  -0.741  1.150  -1.355
N  -0.377  2.193  -0.575
C  -0.129  1.767  0.633
O  -0.209  0.536  0.973
C  0.222  2.771  1.653
C  -0.042  2.490  2.989
C  0.203  3.440  3.963
C  0.740  4.669  3.616
C  1.046  4.936  2.291
C  0.787  3.995  1.312
H  -1.866  -2.982  -3.823
H  -2.903  -2.267  -5.929
H  -3.013  0.141  -6.513
H  -2.129  1.811  -4.918
H  -1.059  2.427  -2.922
H  -0.459  1.527  3.237
H  -0.025  3.213  4.995
H  0.931  5.410  4.380
H  1.486  5.887  2.026
H  1.013  4.193  0.277
O  0.630  -1.897  1.024
C  1.742  -1.652  1.461
C  2.683  -0.719  0.905
C  3.839  -0.359  1.588
C  4.665  0.635  1.089
C  4.335  1.294  -0.115
C  3.218  0.946  -0.808
C  2.354  -0.090  -0.344
O  1.337  -0.423  -1.019
N  5.832  1.016  1.793
O  6.488  1.953  1.363
O  6.137  0.391  2.798
H  2.064  -2.163  2.393
H  4.080  -0.833  2.528
H  4.992  2.076  -0.466
H  2.920  1.470  -1.703
F  -4.065  -6.082  2.022
C  -3.568  -4.929  1.525
C  -2.342  -4.907  0.872
F  -1.661  -6.057  0.713
C  -1.821  -3.721  0.393
F  -0.663  -3.752  -0.285
C  -2.453  -2.471  0.586
O  -1.914  -1.358  0.263
C  -3.734  -2.554  1.180
F  -4.458  -1.422  1.303
C  -4.273  -3.739  1.651
F  -5.482  -3.748  2.246

## Properties
**F_max**: 1.33 eV/A
**E_HOMO**: -0.18807 hartree
**Kohn-Sham gap**: 0.2566 Eh
**Net charge**: -1
**Energy above the lowest of the compared OMol25 structures with the same formula, charge and spin**: 46.67 kJ/mol

C27H14Cl52N2O2 | ωB97M-V/def2-TZVPD

Atoms and positions in Å:
C  -2.024  8.032  0.128
C  -2.464  7.175  -0.800
C  -1.616  6.076  -1.388
C  -1.255  4.963  -0.415
C  -0.991  5.174  0.965
C  -0.635  4.148  1.785
C  -0.502  2.834  1.286
N  -0.139  1.828  2.126
C  -0.040  0.658  1.561
C  -0.293  0.428  0.181
C  -0.128  -0.945  -0.425
O  0.805  -0.857  -1.516
C  2.001  -1.486  -1.304
C  2.954  -0.847  -0.334
O  2.257  -2.499  -1.905
N  -0.677  1.374  -0.627
C  -0.780  2.612  -0.076
C  -1.158  3.687  -0.900
H  -0.981  8.333  0.146
H  -2.703  8.402  0.888
H  -3.470  7.294  -1.195
H  -2.116  5.620  -2.239
H  -0.674  6.506  -1.751
H  -1.060  6.172  1.372
H  -0.420  4.332  2.830
H  0.267  -0.199  2.158
H  -1.079  -1.227  -0.877
H  0.161  -1.693  0.315
H  3.127  0.199  -0.585
H  3.905  -1.372  -0.370
H  2.566  -0.936  0.684
H  -1.352  3.443  -1.939
C  -0.406  -0.653  5.873
Cl  0.553  -2.116  6.121
Cl  -0.293  -0.140  4.185
Cl  -2.093  -0.989  6.281
Cl  0.202  0.623  6.927
C  2.968  6.240  -1.696
Cl  4.567  5.957  -1.000
Cl  2.801  5.310  -3.189
Cl  1.721  5.734  -0.554
Cl  2.774  7.961  -2.051
C  2.103  -4.677  3.221
Cl  1.329  -6.214  2.848
Cl  1.089  -3.352  2.622
Cl  2.301  -4.519  4.970
Cl  3.686  -4.604  2.448
C  -4.230  3.749  -4.744
Cl  -3.572  5.079  -5.700
Cl  -4.420  2.319  -5.758
Cl  -3.116  3.390  -3.413
Cl  -5.798  4.217  -4.080
C  -2.398  -2.043  -3.718
Cl  -2.576  -2.755  -2.108
Cl  -3.484  -2.864  -4.845
Cl  -2.803  -0.327  -3.638
Cl  -0.733  -2.237  -4.259
C  -2.537  -4.703  8.674
Cl  -2.028  -5.457  10.187
Cl  -4.050  -5.432  8.129
Cl  -2.782  -2.972  8.933
Cl  -1.293  -4.947  7.445
C  5.713  -3.933  -2.206
Cl  7.214  -4.856  -2.357
Cl  6.063  -2.211  -2.388
Cl  4.580  -4.447  -3.449
Cl  5.020  -4.216  -0.602
C  1.769  -6.898  -1.295
Cl  3.378  -7.256  -0.656
Cl  1.573  -7.701  -2.857
Cl  0.536  -7.489  -0.170
Cl  1.600  -5.156  -1.485
C  -6.616  -4.428  -1.917
Cl  -5.051  -5.239  -1.866
Cl  -6.383  -2.712  -2.263
Cl  -7.607  -5.155  -3.188
Cl  -7.431  -4.608  -0.359
C  -2.321  -6.941  -4.373
Cl  -1.638  -8.560  -4.560
Cl  -4.081  -7.026  -4.495
Cl  -1.865  -6.293  -2.794
Cl  -1.698  -5.884  -5.641
C  1.884  -0.299  10.539
Cl  2.364  -1.129  12.022
Cl  0.383  -0.993  9.929
Cl  1.641  1.419  10.877
Cl  3.151  -0.484  9.322
C  9.417  -0.935  0.347
Cl  9.783  -0.550  2.031
Cl  10.824  -1.694  -0.403
Cl  8.044  -2.039  0.274
Cl  9.017  0.551  -0.523
C  -3.653  8.144  -8.289
Cl  -3.014  9.463  -9.272
Cl  -3.841  6.699  -9.285
Cl  -2.532  7.800  -6.965
Cl  -5.220  8.607  -7.621

## Properties
**F_max**: 1.38 eV/A
**E_HOMO**: -0.33858 hartree
**Kohn-Sham gap**: 0.3182 Eh

C27H17BaN3S3Se4 | ωB97M-V/def2-TZVPD

Atoms and positions in Å:
Ba  -1.303  -1.886  -1.355
S  4.276  -4.451  -0.949
C  5.892  -4.991  -0.910
C  6.778  -3.957  -0.960
C  6.135  -2.700  -1.022
C  4.766  -2.806  -1.021
C  3.787  -1.718  -1.066
C  2.408  -2.005  -1.128
N  1.467  -1.092  -1.164
C  1.816  0.212  -1.134
C  3.162  0.614  -1.076
C  3.491  2.011  -1.034
C  2.524  2.951  -1.032
C  1.137  2.580  -1.074
C  0.105  3.533  -1.042
C  -1.214  3.134  -1.062
C  -1.461  1.740  -1.125
N  -0.516  0.839  -1.167
C  0.778  1.226  -1.134
C  -2.335  4.074  -1.019
C  -3.676  3.789  -1.024
C  -4.479  4.955  -0.971
C  -3.740  6.098  -0.927
S  -2.066  5.771  -0.956
C  4.147  -0.386  -1.045
H  6.103  -6.045  -0.855
H  7.848  -4.091  -0.948
H  6.660  -1.760  -1.068
H  2.062  -3.034  -1.135
H  4.535  2.293  -0.996
H  2.776  4.003  -0.992
H  0.382  4.579  -0.994
H  -2.480  1.372  -1.132
H  -4.097  2.796  -1.063
H  -5.557  4.940  -0.964
H  -4.095  7.112  -0.880
H  5.184  -0.083  -0.993
Se  -4.372  -1.392  -1.794
Se  -4.376  -3.777  -1.684
Se  -3.114  -4.447  0.184
Se  -0.893  -4.882  -0.587
S  -0.652  -2.359  3.787
C  -0.479  -2.326  2.078
N  -1.395  -1.713  1.405
C  -2.367  -1.207  2.268
C  -3.531  -0.545  1.872
C  -4.398  -0.113  2.851
C  -4.129  -0.333  4.209
C  -2.995  -1.005  4.610
C  -2.114  -1.445  3.622
H  0.341  -2.843  1.601
H  -3.772  -0.438  0.822
H  -5.316  0.384  2.563
H  -4.833  0.014  4.953
H  -2.806  -1.191  5.657

## Properties
**F_max**: 0.77 eV/A
**E_HOMO**: -0.23419 hartree
**Kohn-Sham gap**: 0.1905 Eh
**Energy above the lowest of the compared OMol25 structures with the same formula, charge and spin**: 10.77 kJ/mol

C27H17Cl3NO2OsS3 | ωB97M-V/def2-TZVPD

Atoms and positions in Å:
Os  -0.190  1.131  1.613
Cl  4.037  6.724  0.649
C  2.715  5.627  0.878
C  2.968  4.347  1.338
C  1.881  3.515  1.503
Cl  2.089  1.857  2.042
C  0.580  3.876  1.240
O  -0.459  3.011  1.411
C  0.367  5.165  0.773
Cl  -1.245  5.674  0.403
C  1.425  6.040  0.591
H  3.973  4.015  1.554
H  1.239  7.038  0.220
C  -2.358  1.187  1.306
C  -2.350  -0.175  1.201
C  -2.505  -0.969  2.419
C  -2.651  -2.289  2.393
C  -2.662  -3.031  1.127
C  -2.492  -2.416  -0.035
C  -2.283  -0.926  -0.146
C  -2.850  -4.463  1.161
N  -3.000  -5.601  1.201
H  -2.746  1.592  2.237
H  -2.644  1.793  0.453
H  -2.544  -0.431  3.357
H  -2.800  -2.841  3.313
H  -2.529  -2.997  -0.944
H  -3.116  -0.526  -0.738
O  0.206  -0.706  0.993
C  0.364  -1.099  -0.295
C  0.517  -2.622  -0.274
C  0.508  -3.378  0.857
C  0.836  -4.746  0.624
C  1.114  -4.991  -0.682
S  0.997  -3.572  -1.630
C  1.647  -0.518  -0.900
C  1.932  0.366  -1.899
C  3.324  0.653  -2.023
C  4.065  -0.026  -1.111
S  3.098  -1.020  -0.120
C  -0.992  -0.655  -1.071
C  -1.222  -1.316  -2.378
C  -1.540  -0.505  -3.406
C  -1.530  0.860  -2.996
S  -1.103  1.137  -1.450
H  0.282  -2.959  1.828
H  0.868  -5.501  1.396
H  1.377  -5.928  -1.149
H  1.214  0.796  -2.577
H  3.737  1.328  -2.760
H  5.136  -0.007  -0.977
H  -1.153  -2.390  -2.473
H  -1.762  -0.832  -4.411
H  -1.774  1.705  -3.633

## Properties
**F_max**: 1.69 eV/A
**E_HOMO (alpha / beta)**: -0.40264 / -0.40268 hartree
**Kohn-Sham gap (alpha / beta)**: 0.2062 / 0.2062 Eh
**Net charge**: +1
**Energy above the lowest of the compared OMol25 structures with the same formula, charge and spin**: 188.15 kJ/mol

What is the F_max in the second record? 0.61 eV/A

The lowest F_max belongs to which entry? C27H12F15FeGeN2O10P2S

What is the F_max in the sixth record? 1.69 eV/A

Look up the F_max of the first one. 8.74 eV/A